Below is a 2-piece molecular cluster, C3H12O6Si2 overall, with properties calculated with wB97M-V/def2-TZVPD.

Geometry (Å):
C (1.40180, -0.84461, -1.29793)
C (2.08774, 0.57724, 0.70949)
C (1.18015, 0.41878, -0.52731)
O (-1.22881, 2.12233, -0.32693)
O (-1.65593, -0.64260, -0.66992)
O (-1.03498, 0.38998, 1.60064)
O (-4.46479, -1.38376, -0.30653)
O (-3.81985, 1.30561, -0.94061)
O (-4.02545, 0.20084, 1.67088)
Si (-0.71382, 0.55991, -0.03046)
Si (-4.11054, 0.16214, -0.01274)
H (1.59981, -1.74256, -0.72262)
H (0.58524, -0.76946, -2.10564)
H (2.22599, -0.66181, -1.98901)
H (2.48826, 1.64591, 0.62810)
H (1.60657, 0.18303, 1.54571)
H (3.06542, 0.08345, 0.55072)
H (-2.18472, 2.47081, -0.42567)
H (-1.68780, -0.84993, -1.55625)
H (-1.12967, -0.50867, 1.97856)
H (-4.60234, -1.91471, 0.49574)
H (1.33948, 1.20162, -1.18391)
H (-3.69820, 0.93921, 2.20652)

Atomic forces in eV per Å
C -0.626 1.040 -2.767
C 2.164 1.794 -3.063
C -1.797 -1.133 2.576
O -0.961 -0.124 -0.328
O -0.059 0.642 3.090
O 0.249 -0.968 0.035
O -0.572 -0.122 0.107
O -0.532 0.754 -0.654
O -0.405 -0.111 -1.390
Si 0.184 1.930 0.587
Si 1.257 -0.679 2.835
H -0.668 -0.249 -0.207
H 0.668 -1.526 1.244
H 0.717 -0.325 0.393
H -1.187 -1.049 1.387
H -0.353 0.139 1.862
H -0.554 -0.502 0.021
H 2.113 -1.593 0.149
H -0.092 -0.595 -2.989
H 0.121 0.835 -0.489
H 0.075 0.227 -0.391
H 0.279 1.767 -1.312
H -0.020 -0.153 -0.696

Values from the calculation:
relative energy (zero: lowest compared OMol25 entry of this formula, charge and spin) = 2.3 kcal/mol
SMILES = CC(C)[Si](O)(O)O.O=[Si](O)O
2S+1 = 1
gap between HOMO and LUMO = 10.07 eV

Results of the Mulliken charge analysis, in e, for atoms 1 through 6: number 1, C, carries -1.3299; number 2, C, carries -1.2758; number 3, C, carries 0.2394; number 4, O, carries -0.5356; number 5, O, carries -0.3888; number 6, O, carries -0.4741

Below is a 3-piece molecular cluster, C4H7N3 overall, with properties calculated with wB97M-V/def2-TZVPD.

Geometry (Å):
C (-2.22259, 0.20941, -0.20814)
C (-1.73510, -0.82772, 0.52188)
N (0.59559, 0.78749, 0.73708)
C (1.47609, 0.13805, 0.04738)
N (1.15460, -1.00496, -0.58332)
C (2.83436, 0.71796, -0.13159)
N (3.86404, 1.22792, -0.28780)
H (-0.64972, -0.24456, -0.96000)
H (-1.98184, 1.23543, 0.06097)
H (-3.12061, -0.02105, -0.79147)
H (-2.04570, -1.82027, 0.22673)
H (-1.10901, -0.73956, 1.40402)
H (0.98950, 1.62021, 1.13733)
H (1.95039, -1.27835, -1.17306)

Atomic forces in eV per Å
C 0.205 -0.152 0.107
C 0.162 -0.158 -0.388
N 0.342 0.398 0.272
C -0.455 0.155 -0.145
N -0.559 0.913 -0.668
C 0.822 0.279 -0.004
N -1.156 -0.627 0.174
H 0.288 -1.191 1.533
H -0.006 -0.201 -0.130
H 0.717 0.316 -0.491
H -0.083 -0.181 0.157
H 0.270 0.200 -0.564
H 0.206 0.327 0.210
H -0.754 -0.077 -0.061

Values from the calculation:
relative energy (zero: lowest compared OMol25 entry of this formula, charge and spin) = 127.9 kcal/mol
2S+1 = 1
gap between HOMO and LUMO (spin up / spin down) = 7.39 / 7.40 eV

Results of the Mulliken charge analysis, in e, for atoms 1 through 6: number 1, C, carries -0.5297; number 2, C, carries -0.3170; number 3, N, carries -0.6565; number 4, C, carries 0.8591; number 5, N, carries -0.7742; number 6, C, carries -0.0135

Below is C25H26AsN4O5PbS5 as an isolated structure, with properties calculated with wB97M-V/def2-TZVPD.

Geometry (Å):
Pb (0.49039, -1.26844, 1.77500)
O (-5.75787, -3.01240, 2.76916)
C (-4.44053, -2.78683, 2.56019)
C (-3.67830, -3.34300, 1.52673)
C (-2.33306, -2.96722, 1.47038)
N (-1.76793, -2.11500, 2.30079)
C (-2.51360, -1.54133, 3.28268)
C (-3.84426, -1.89184, 3.45877)
C (-1.80680, -0.51998, 4.15089)
O (-2.42081, 0.08972, 5.06450)
O (-0.54933, -0.38231, 3.91881)
C (-1.43205, -3.46461, 0.32997)
O (-2.01483, -3.91606, -0.66903)
O (-0.15834, -3.31276, 0.50856)
H (-6.17615, -3.36671, 1.95535)
H (-4.05785, -3.96778, 0.74469)
H (-4.44178, -1.41157, 4.25927)
S (5.14912, 0.15883, 4.25192)
As (5.11652, 1.20889, 2.23086)
S (3.30077, -1.79089, 2.32331)
S (3.79298, -1.31605, 4.18586)
S (4.22981, 3.00573, 2.67203)
N (0.38120, -0.88600, -0.96091)
S (0.59703, -0.12902, -2.33080)
C (-0.58818, -0.74439, -3.57469)
C (-0.35685, -0.39394, -4.88555)
C (-1.36666, -0.55992, -5.84492)
C (-2.58384, -1.08039, -5.47567)
C (-2.76657, -1.58232, -4.16046)
C (-1.74875, -1.41781, -3.19872)
C (2.16522, -0.60556, -3.09683)
C (2.35338, -1.85858, -3.69522)
C (3.59384, -2.21792, -4.14369)
C (4.68663, -1.33770, -4.03386)
C (4.50910, -0.07351, -3.44167)
C (3.21040, 0.29629, -3.05866)
H (0.10212, -1.85870, -1.14740)
H (0.58345, 0.07311, -5.18274)
H (-1.18777, -0.23137, -6.86127)
H (-3.34127, -1.17823, -6.23874)
H (-3.69144, -2.07637, -3.91314)
H (-1.88648, -1.78597, -2.20312)
H (1.48395, -2.53016, -3.75503)
H (3.74656, -3.16865, -4.61992)
H (5.67744, -1.62708, -4.40550)
H (5.34944, 0.60291, -3.25880)
H (3.03294, 1.30533, -2.68398)
C (0.62095, 2.08771, 3.12759)
C (0.54411, 3.56444, 3.49013)
N (0.22240, 4.45487, 2.35866)
C (-1.10415, 4.05023, 1.92264)
C (-1.18181, 2.51076, 1.62831)
N (0.12416, 1.84855, 1.76214)
C (1.04244, 2.57025, 0.89284)
C (1.08175, 4.05951, 1.23865)
H (0.04075, 1.50395, 3.83818)
H (1.64207, 1.69721, 3.20001)
H (1.48212, 3.89093, 3.91769)
H (-0.21615, 3.73690, 4.28106)
H (-1.41915, 4.66812, 1.03212)
H (-1.78104, 4.31956, 2.78540)
H (-1.52285, 2.35663, 0.60085)
H (-1.91281, 2.01571, 2.25892)
H (0.77880, 2.42696, -0.19022)
H (2.03523, 2.23257, 1.09237)
H (0.79118, 4.65466, 0.35875)
H (2.09101, 4.32801, 1.50448)

Atomic forces in eV per Å
Pb -0.020 0.742 0.040
O -0.740 -0.471 -0.946
C 0.709 0.281 -0.048
C 0.232 0.850 0.779
C -0.159 -0.299 -0.489
N -0.906 0.446 1.018
C -0.296 -0.719 -0.562
C 0.030 0.509 0.358
C 0.915 1.266 1.997
O 0.225 -1.172 -1.750
O -0.967 -0.800 -0.381
C 0.728 -0.149 -0.340
O 0.499 0.246 0.516
O -1.533 -0.065 -0.155
H 0.485 0.146 0.737
H -0.231 -0.330 -0.178
H 0.550 -0.390 -0.638
S 1.081 1.324 -0.292
As -0.688 -0.327 0.334
S 0.426 -0.123 -1.237
S -0.953 -1.008 1.329
S 0.477 -0.019 -0.065
N -0.493 -0.155 -0.686
S -0.159 -0.038 0.265
C 0.411 -0.067 0.370
C -0.272 0.487 -0.911
C 0.800 0.372 0.444
C -0.093 -0.897 0.973
C 0.930 0.666 -0.627
C -0.621 0.310 -1.024
C -0.035 -0.516 -0.861
C -1.109 0.099 0.795
C 0.991 0.414 -0.428
C -0.039 0.590 0.455
C -0.371 -0.785 -0.436
C 0.424 0.485 0.561
H 0.465 0.016 0.289
H -0.213 -0.118 0.141
H -0.017 -0.043 0.008
H -0.278 -0.075 0.140
H -0.062 -0.077 0.194
H -0.047 -0.112 0.467
H 0.569 0.156 -0.036
H -0.010 -0.307 -0.071
H -0.470 0.023 0.250
H -0.355 -0.221 -0.309
H 0.048 -0.258 0.131
C -0.188 -0.431 0.458
C -0.076 0.844 0.915
N -0.095 -1.258 -0.695
C -1.622 0.624 0.676
C -0.252 0.137 -0.519
N -0.161 0.439 0.178
C -0.431 0.130 -1.024
C 0.197 1.124 -0.438
H -0.033 0.028 -0.191
H -0.022 0.132 -0.140
H 0.403 0.157 0.090
H 0.279 -0.083 -0.479
H 0.355 -0.623 0.805
H 0.310 -0.332 -0.985
H 0.048 -0.034 -0.058
H 0.011 -0.061 0.340
H 0.181 -0.110 0.919
H 0.654 -0.831 -0.239
H 0.091 0.029 0.280
H 0.493 0.234 -0.016

Values from the calculation:
relative energy (zero: lowest compared OMol25 entry of this formula, charge and spin) = 20.8 kcal/mol
2S+1 = 1
charge = -1
gap between HOMO and LUMO (spin up / spin down) = 4.88 / 4.88 eV

Results of the Mulliken charge analysis, in e, for atoms 1 through 6: number 1, Pb, carries 1.2529; number 2, O, carries -0.5514; number 3, C, carries 1.0449; number 4, C, carries -0.6023; number 5, C, carries 0.3068; number 6, N, carries -0.2411

Below is C16H15N3O in the gas phase, with properties calculated with wB97M-V/def2-TZVPD.

Geometry (Å):
C (0.44922, 3.15420, 0.96926)
C (-0.77852, 2.45506, 0.45548)
O (-1.83450, 3.02061, 0.30258)
N (-0.66887, 1.09204, 0.20009)
C (0.52210, 0.38409, 0.10417)
N (1.59971, 1.03869, -0.29204)
C (2.75603, 0.40526, -0.42990)
C (2.88193, -0.95649, -0.18058)
C (1.77911, -1.67835, 0.24963)
C (0.56284, -0.99593, 0.40542)
C (-0.54604, -1.70991, 0.90430)
N (-1.37708, -2.35989, 1.35731)
C (1.86575, -3.13797, 0.55303)
H (1.15396, -3.69430, -0.05581)
H (2.86752, -3.51439, 0.36311)
H (1.60856, -3.32211, 1.59569)
H (3.83283, -1.44840, -0.31374)
C (3.90948, 1.23834, -0.88551)
H (3.73665, 1.57317, -1.90713)
H (3.99364, 2.12520, -0.26138)
H (4.83777, 0.67604, -0.84766)
C (-1.87105, 0.39169, -0.12255)
C (-2.96109, 0.43521, 0.73440)
C (-4.11604, -0.24825, 0.40348)
C (-4.18771, -0.97260, -0.77402)
C (-3.10260, -1.00505, -1.63267)
C (-1.94589, -0.31869, -1.31421)
H (-1.09751, -0.33137, -1.98458)
H (-3.15600, -1.56158, -2.55651)
H (-5.08948, -1.51055, -1.02434)
H (-4.96166, -0.21962, 1.07343)
H (-2.89893, 0.99665, 1.65307)
H (0.97449, 2.54838, 1.70231)
H (0.13696, 4.09600, 1.41400)
H (1.12443, 3.35482, 0.14188)

Atomic forces in eV per Å
C -0.117 0.413 0.056
C 0.305 0.514 0.104
O 0.013 0.064 0.005
N -0.404 -0.407 -0.018
C 0.489 -0.464 0.095
N -0.267 0.132 -0.239
C 0.078 -0.379 0.137
C -0.098 0.106 0.008
C -0.149 0.231 -0.065
C 0.909 0.572 -0.321
C -0.360 -0.435 0.401
N -0.130 -0.239 0.116
C 0.040 -0.037 0.011
H -0.029 -0.060 0.001
H 0.024 -0.027 -0.001
H -0.017 -0.054 0.035
H 0.094 -0.050 -0.014
C 0.034 -0.054 -0.017
H 0.018 0.031 -0.066
H 0.031 0.053 0.037
H 0.099 0.012 -0.023
C -0.597 0.010 -0.327
C 0.084 -0.034 -0.118
C 0.058 0.061 0.087
C -0.024 -0.068 -0.087
C -0.044 -0.071 -0.037
C 0.025 0.260 0.116
H 0.060 0.009 -0.051
H -0.010 -0.048 -0.067
H -0.079 -0.046 -0.018
H -0.072 -0.002 0.064
H 0.011 0.047 0.071
H 0.104 -0.013 0.015
H -0.102 -0.041 0.024
H 0.025 0.012 0.083

Values from the calculation:
relative energy (zero: lowest compared OMol25 entry of this formula, charge and spin) = 0.0 kcal/mol
SMILES = CC(=O)N(c1ccccc1)c1nc(C)cc(C)c1C#N
2S+1 = 1
gap between HOMO and LUMO = 8.73 eV

Results of the Mulliken charge analysis, in e, for atoms 1 through 6: number 1, C, carries -1.2574; number 2, C, carries 0.7671; number 3, O, carries -0.5803; number 4, N, carries 0.5209; number 5, C, carries -0.2611; number 6, N, carries -0.4226

Below is C5H8 in the gas phase, with properties calculated with wB97M-V/def2-TZVPD.

Geometry (Å):
C (-1.25133, -0.82888, 0.19250)
C (0.00735, -0.05200, -0.04251)
C (1.24082, -0.85940, -0.33573)
C (0.13807, 1.28053, 0.17800)
C (-0.55804, 2.48682, 0.36136)
H (-2.15093, -0.21420, 0.10012)
H (-1.31659, -1.69789, -0.46952)
H (-1.23084, -1.22739, 1.21754)
H (1.17291, 1.47717, 0.48668)
H (1.48353, -1.58766, 0.44603)
H (2.10980, -0.21508, -0.50419)
H (1.06873, -1.43059, -1.25663)
H (-1.11975, 2.76128, -0.55502)

Atomic forces in eV per Å
C -0.089 0.031 -0.087
C -0.061 -0.183 0.101
C 0.057 -0.044 -0.088
C 0.168 0.436 0.404
C -0.016 -0.541 -0.463
H 0.108 -0.045 -0.032
H -0.040 0.146 -0.014
H -0.029 0.093 -0.152
H 0.277 0.253 -0.230
H -0.070 0.064 -0.011
H -0.143 -0.142 0.095
H 0.031 0.015 0.119
H -0.194 -0.082 0.358

Values from the calculation:
relative energy (zero: lowest compared OMol25 entry of this formula, charge and spin) = 95.0 kcal/mol
2S+1 = 1
gap between HOMO and LUMO (spin up / spin down) = 7.61 / 7.71 eV

Results of the Mulliken charge analysis, in e, for atoms 1 through 6: number 1, C, carries -1.1641; number 2, C, carries 0.9038; number 3, C, carries -1.2386; number 4, C, carries -0.1956; number 5, C, carries -0.6413; number 6, H, carries 0.3512

Below is C5H6O2 as an isolated structure, with properties calculated with wB97M-V/def2-TZVPD.

Geometry (Å):
O (1.08833, 1.50539, 1.66618)
C (1.06260, 0.55275, 0.92507)
C (0.25485, -0.72762, 1.04028)
C (-0.30789, -0.24221, -0.29550)
C (-1.68072, 0.06381, -0.72450)
O (-0.91226, -1.02253, -1.26964)
C (1.16248, 0.51457, -0.55584)
H (-0.35229, -0.80163, 1.93596)
H (0.85804, -1.62456, 0.85869)
H (-2.58787, -0.25204, -0.19705)
H (-1.83894, 0.90729, -1.39177)
H (1.72751, -0.32203, -0.97704)
H (1.52616, 1.44881, -1.01485)

Atomic forces in eV per Å
O 0.435 -0.559 -0.173
C 0.176 0.277 0.719
C -0.105 0.038 0.185
C 0.691 0.571 -0.559
C 0.061 0.188 -0.116
O 0.045 -0.183 -0.186
C -0.641 -0.173 -0.199
H -0.276 -0.128 -0.155
H -0.097 0.159 0.165
H 0.577 0.110 0.221
H 0.102 -0.108 -0.052
H 0.132 0.055 0.328
H -1.099 -0.248 -0.179

Values from the calculation:
relative energy (zero: lowest compared OMol25 entry of this formula, charge and spin) = 64.3 kcal/mol
2S+1 = 1
gap between HOMO and LUMO = 10.48 eV

Results of the Mulliken charge analysis, in e, for atoms 1 through 6: number 1, O, carries -0.5655; number 2, C, carries 0.6570; number 3, C, carries -0.6458; number 4, C, carries 0.5265; number 5, C, carries -0.3467; number 6, O, carries -0.5101